(1)
Molecular formula: C6H6N2O2
Method: DFT, ωB97M-V with the def2-TZVPD basis set

XYZ file:
```
16
Properties=species:S:1:pos:R:3:forces:R:3
O 2.2499 -3.0723 -0.6535 2.42 -2.12 -0.64
C 1.5310 -2.2498 -0.2649 -5.30 2.80 1.84
C 1.1957 -0.9148 -0.8221 1.68 -2.35 -0.10
C 0.3079 -0.1406 -0.2323 1.21 1.52 -1.45
N -0.4542 -0.4985 0.8162 -4.37 3.34 1.33
C -0.3675 -1.6869 1.3987 -1.28 -4.03 2.07
O -1.0761 -2.2266 2.2657 0.01 2.55 -0.41
N 0.5456 -2.5023 0.8659 6.94 -3.83 0.74
H 1.7779 -0.6377 -1.6807 0.08 0.53 -0.06
H 0.4322 0.8679 -0.6341 -1.46 0.11 0.62
H -1.3996 -0.0016 1.0689 2.78 -0.89 -0.77
H 1.0819 -3.2162 1.6645 -2.72 2.40 -3.19
C -0.9765 3.9795 -1.2830 0.35 -0.59 -0.60
C -1.8929 4.2053 -0.5542 0.54 -0.02 -0.43
H -0.2480 3.6464 -1.9963 -0.07 0.32 0.30
H -2.7074 4.4482 0.0411 -0.81 0.26 0.73
```
Positions in Å, forces in eV/Å.

## Properties
* orbital gap: 10.10 eV
* LUMO level: 0.37 eV
* total charge: 0
* relative energy (zero: lowest compared OMol25 entry of this formula, charge and spin): 76.7 kcal/mol
* SMILES: O=c1cc[nH]c(=O)[nH]1.C#C
* 2S+1: 1
* HOMO level: -9.73 eV

Quick look at the Mulliken charges, all values in e:
1. O -0.49
2. C 0.37
3. C -0.59
4. C 0.07
5. N -0.10
6. C 0.33
7. O -0.66
8. N -0.20
9. H 0.37
10. H 0.28
11. H 0.31
12. H 0.31
13. C -0.38
14. C -0.39
15. H 0.37
16. H 0.41

(2)
Molecular formula: C2H4N2O2
Method: DFT, ωB97M-V with the def2-TZVPD basis set

XYZ file:
```
10
Properties=species:S:1:pos:R:3:forces:R:3
C -0.1567 1.8116 -0.7512 -0.46 -1.63 1.48
N 0.1105 0.8431 0.1468 -0.62 4.06 -4.21
O 0.6861 -0.1577 -0.6215 -1.45 -4.34 1.56
C 0.0994 -1.5199 -0.1783 1.17 0.28 -0.89
N -0.1781 -2.0196 0.9805 0.85 3.56 -0.15
O 0.0106 -1.0011 2.1489 -0.52 -5.01 -1.14
H -0.1091 1.6261 -1.9454 0.21 0.46 3.18
H -0.5743 2.7667 -0.3071 0.63 -1.25 -0.75
H 0.0498 -2.1406 -1.1591 -0.01 0.97 2.16
H 0.0619 -0.2086 1.6865 0.20 2.89 -1.24
```
Positions in Å, forces in eV/Å.

## Properties
* orbital gap: 10.47 eV
* LUMO level: 0.25 eV
* total charge: 0
* relative energy (zero: lowest compared OMol25 entry of this formula, charge and spin): 162.0 kcal/mol
* SMILES: C=NO/C=N\O
* 2S+1: 1
* HOMO level: -10.22 eV

Quick look at the Mulliken charges, all values in e:
1. C -0.26
2. N -0.42
3. O -0.17
4. C 0.15
5. N -0.23
6. O -0.39
7. H 0.24
8. H 0.27
9. H 0.31
10. H 0.49

(3)
Molecular formula: C3H10NS
Method: DFT, ωB97M-V with the def2-TZVPD basis set

XYZ file:
```
15
Properties=species:S:1:pos:R:3:forces:R:3
C 0.8505 -2.2488 0.5848 0.39 0.34 -0.95
N 1.3645 -1.5274 -0.5843 -0.16 0.22 0.48
H 1.1433 -3.2945 0.5155 -0.47 -0.40 0.25
H -0.2217 -2.0864 0.6720 -0.13 -0.32 -0.22
H 1.2772 -1.8525 1.4838 0.43 0.26 0.77
H 0.5958 -1.2397 -1.1964 0.20 0.02 -0.05
H 2.1042 -2.0277 -1.0474 -0.17 -0.08 -0.24
C -1.2205 2.4862 0.1784 -0.07 -1.10 0.63
C -0.4704 1.1927 -0.2132 -0.04 0.85 -0.07
S -1.4001 0.1622 -1.3697 -0.18 -0.28 -0.05
H -2.0264 2.2044 0.8657 -0.13 0.06 -0.13
H -1.6913 2.9207 -0.6997 0.27 0.41 0.00
H -0.5532 3.1317 0.7633 -0.07 0.39 -0.38
H -0.2264 0.6743 0.7192 0.10 -0.17 -0.08
H 0.4746 1.5049 -0.6721 0.05 -0.20 0.07
```
Positions in Å, forces in eV/Å.

## Properties
* orbital gap: 6.50 eV
* LUMO level: 4.14 eV
* total charge: -1
* relative energy (zero: lowest compared OMol25 entry of this formula, charge and spin): 19.0 kcal/mol
* 2S+1: 1
* HOMO level: -2.36 eV

Quick look at the Mulliken charges, all values in e:
1. C -0.69
2. N -0.44
3. H 0.31
4. H 0.24
5. H 0.20
6. H 0.08
7. H 0.20
8. C -1.12
9. C -0.31
10. S -0.72
11. H 0.26
12. H 0.29
13. H 0.35
14. H 0.14
15. H 0.19

(4)
Molecular formula: C3H5Cl2F
Method: DFT, ωB97M-V with the def2-TZVPD basis set

XYZ file:
```
11
Properties=species:S:1:pos:R:3:forces:R:3
C -0.1655 -0.9767 0.9133 0.02 0.43 1.97
C -0.4825 -0.0893 -0.2783 0.22 -2.62 -1.15
F -1.8100 0.3985 -0.2219 1.46 0.00 0.16
C 0.5109 1.0377 -0.5452 -0.95 -0.21 -1.25
Cl 2.2311 0.6522 -0.2844 -0.84 0.07 -0.25
Cl 0.1448 1.5716 -2.2757 0.61 -0.07 1.08
H 0.8336 -1.4501 0.8523 -0.56 0.36 -0.35
H -0.9053 -1.7963 1.0290 0.31 0.66 -0.23
H -0.1421 -0.3890 1.8900 -0.19 -0.63 -1.15
H -0.4346 -0.7976 -1.1635 -0.24 1.00 0.71
H 0.2195 1.8390 0.0844 0.16 1.02 0.46
```
Positions in Å, forces in eV/Å.

## Properties
* orbital gap: 12.01 eV
* LUMO level: 0.79 eV
* total charge: 0
* relative energy (zero: lowest compared OMol25 entry of this formula, charge and spin): 5.3 kcal/mol
* SMILES: C[C@@H](F)C(Cl)Cl
* 2S+1: 1
* HOMO level: -11.22 eV

Quick look at the Mulliken charges, all values in e:
1. C -1.24
2. C 0.26
3. F -0.30
4. C 0.00
5. Cl -0.14
6. Cl -0.17
7. H 0.38
8. H 0.33
9. H 0.29
10. H 0.23
11. H 0.34

(5)
Molecular formula: C19H23N3O2
Method: DFT, ωB97M-V with the def2-TZVPD basis set

XYZ file:
```
47
Properties=species:S:1:pos:R:3:forces:R:3
C 2.2375 -3.0699 3.3680 -0.24 -0.01 0.64
C 2.2442 -2.8079 1.9065 -0.13 0.24 -0.60
C 1.1690 -2.2656 1.2393 0.68 -0.48 1.11
N 1.1005 -1.9860 -0.0561 0.19 0.48 -1.44
C 2.1892 -2.2191 -0.8468 0.09 -0.23 1.19
O 2.2582 -1.9882 -2.0559 -0.30 0.21 -0.18
N 3.3009 -2.7620 -0.1998 -0.05 0.15 -0.60
C 3.4485 -3.0847 1.1393 -0.22 0.03 0.30
O 4.5133 -3.5394 1.5568 -0.43 0.16 -0.13
H 3.2055 -3.4477 3.7027 -0.08 0.06 -0.11
H 2.0151 -2.1508 3.9255 0.08 -0.16 0.04
H 1.4728 -3.8061 3.6434 0.13 0.04 0.02
H 0.2591 -2.0305 1.8044 0.18 -0.09 -0.03
H 4.0963 -2.9150 -0.7998 0.13 -0.07 0.03
C -0.2313 5.3300 0.7250 0.13 -0.01 0.09
C 0.5927 5.1398 -0.5463 -0.15 -0.10 -0.23
C 1.1208 3.7145 -0.6908 0.74 0.14 0.18
N 0.1127 2.6919 -0.4172 0.28 -0.80 -0.35
C 0.2546 1.5019 -1.0098 -0.82 -0.11 -0.37
C -0.7225 0.5029 -0.9985 -0.39 0.21 0.42
C -0.5101 -0.7994 -1.4143 0.92 0.64 -0.26
C -1.5803 -1.7720 -1.3734 -1.48 -1.03 0.29
C -1.3187 -3.1548 -1.2537 0.09 0.22 -0.22
C -2.3461 -4.0943 -1.2140 -0.16 0.40 -0.09
C -3.6795 -3.6771 -1.3073 0.29 0.22 0.16
C -3.9708 -2.3110 -1.3935 0.15 -0.10 -0.02
C -2.9446 -1.3708 -1.4054 0.65 -0.17 -0.11
C -0.7571 2.8601 0.7481 -0.45 0.24 0.59
C -1.3226 4.2765 0.8711 -0.08 -0.12 -0.23
H 0.4375 5.2618 1.5911 -0.04 0.06 -0.01
H -0.6760 6.3272 0.7293 0.08 -0.03 0.06
H -0.0058 5.3877 -1.4311 -0.02 -0.01 0.14
H 1.4559 5.8150 -0.5409 -0.17 -0.09 -0.06
H 1.4837 3.5445 -1.7127 -0.08 0.09 0.30
H 1.9859 3.5765 -0.0160 -0.31 -0.02 -0.06
H 1.1593 1.3337 -1.6049 -0.17 0.15 0.27
H -1.7188 0.7472 -0.6212 0.55 -0.08 0.24
H 0.4139 -1.0310 -1.9403 -0.19 -0.14 -0.06
H -0.2798 -3.4594 -1.1435 -0.32 0.01 -0.11
H -2.0987 -5.1485 -1.1024 -0.09 0.23 -0.05
H -4.4877 -4.4066 -1.2755 0.19 0.17 -0.04
H -5.0045 -1.9717 -1.4523 0.24 -0.11 0.02
H -3.1858 -0.3101 -1.4807 -0.04 -0.32 -0.06
H -1.5840 2.1439 0.7131 0.36 0.18 -0.07
H -0.1908 2.6356 1.6723 0.08 -0.02 -0.43
H -1.8059 4.3688 1.8520 0.08 -0.06 -0.21
H -2.1055 4.4202 0.1159 0.14 0.03 0.02
```
Positions in Å, forces in eV/Å.

## Properties
* orbital gap: 5.73 eV
* LUMO level: -1.23 eV
* total charge: 0
* relative energy (zero: lowest compared OMol25 entry of this formula, charge and spin): 65.7 kcal/mol
* 2S+1: 1
* HOMO level: -6.96 eV

Quick look at the Mulliken charges, all values in e:
1. C -1.40
2. C 0.55
3. C -0.57
4. N -0.26
5. C 0.32
6. O -0.75
7. N -0.03
8. C 0.49
9. O -0.74
10. H 0.33
11. H 0.31
12. H 0.28
13. H 0.43
14. H 0.21
15. C -0.67
16. C -0.71
17. C -0.67
18. N 0.16
19. C 0.02
20. C -0.30
21. C -0.12
22. C 0.37
23. C 0.17
24. C -0.87
25. C -0.27
26. C -0.77
27. C -0.46
28. C -0.42
29. C -0.71
30. H 0.32
31. H 0.32
32. H 0.34
33. H 0.34
34. H 0.41
35. H 0.34
36. H 0.45
37. H 0.05
38. H 0.51
39. H 0.33
40. H 0.39
41. H 0.37
42. H 0.35
43. H 0.39
44. H 0.29
45. H 0.21
46. H 0.33
47. H 0.33

(6)
Molecular formula: C2H6N
Method: DFT, ωB97M-V with the def2-TZVPD basis set

XYZ file:
```
9
Properties=species:S:1:pos:R:3:forces:R:3
C 1.2997 0.3037 -0.1691 0.39 0.26 0.04
C 0.1468 -0.2283 -0.4846 -0.17 -0.02 -0.09
N -1.0585 -0.0916 0.3784 0.46 -0.05 0.25
H 2.1007 0.1104 -0.8686 0.16 0.09 0.08
H 1.5362 0.9227 0.6972 -0.26 -0.20 -0.15
H -0.0018 -0.8243 -1.3711 -0.25 -0.08 0.05
H -1.0839 -0.8717 1.0424 -0.23 -0.04 -0.07
H -1.0153 0.7650 0.9368 -0.04 0.04 -0.09
H -1.9240 -0.0857 -0.1614 -0.06 0.00 -0.03
```
Positions in Å, forces in eV/Å.

## Properties
* orbital gap: 12.09 eV
* LUMO level: -4.03 eV
* total charge: +1
* relative energy (zero: lowest compared OMol25 entry of this formula, charge and spin): 3.2 kcal/mol
* SMILES: C=C[NH3+]
* 2S+1: 1
* HOMO level: -16.12 eV

Quick look at the Mulliken charges, all values in e:
1. C -0.68
2. C 0.05
3. N -0.33
4. H 0.25
5. H 0.26
6. H 0.33
7. H 0.37
8. H 0.37
9. H 0.37

Copy entry 3 word for word.
Molecular formula: C3H10NS
Method: DFT, ωB97M-V with the def2-TZVPD basis set

XYZ file:
```
15
Properties=species:S:1:pos:R:3:forces:R:3
C 0.8505 -2.2488 0.5848 0.39 0.34 -0.95
N 1.3645 -1.5274 -0.5843 -0.16 0.22 0.48
H 1.1433 -3.2945 0.5155 -0.47 -0.40 0.25
H -0.2217 -2.0864 0.6720 -0.13 -0.32 -0.22
H 1.2772 -1.8525 1.4838 0.43 0.26 0.77
H 0.5958 -1.2397 -1.1964 0.20 0.02 -0.05
H 2.1042 -2.0277 -1.0474 -0.17 -0.08 -0.24
C -1.2205 2.4862 0.1784 -0.07 -1.10 0.63
C -0.4704 1.1927 -0.2132 -0.04 0.85 -0.07
S -1.4001 0.1622 -1.3697 -0.18 -0.28 -0.05
H -2.0264 2.2044 0.8657 -0.13 0.06 -0.13
H -1.6913 2.9207 -0.6997 0.27 0.41 0.00
H -0.5532 3.1317 0.7633 -0.07 0.39 -0.38
H -0.2264 0.6743 0.7192 0.10 -0.17 -0.08
H 0.4746 1.5049 -0.6721 0.05 -0.20 0.07
```
Positions in Å, forces in eV/Å.

## Properties
* orbital gap: 6.50 eV
* LUMO level: 4.14 eV
* total charge: -1
* relative energy (zero: lowest compared OMol25 entry of this formula, charge and spin): 19.0 kcal/mol
* 2S+1: 1
* HOMO level: -2.36 eV

Quick look at the Mulliken charges, all values in e:
1. C -0.69
2. N -0.44
3. H 0.31
4. H 0.24
5. H 0.20
6. H 0.08
7. H 0.20
8. C -1.12
9. C -0.31
10. S -0.72
11. H 0.26
12. H 0.29
13. H 0.35
14. H 0.14
15. H 0.19